[1]
33
Properties=species:S:1:pos:R:3 method="wB97M-V/def2-TZVPD" lumo_ev=-6.03 charge=+1 homo_lumo_gap_ha=0.251 homo_ev=-12.86 largest_force_ev_per_a=5.40
C 2.24553 -1.52968 1.18946
C 2.55456 -0.35608 0.10052
C 3.63704 -0.90710 -1.00154
C 1.15666 0.04157 -0.58097
C 0.25558 1.05726 0.27901
C 1.05711 2.29415 0.92133
C -1.06286 1.58446 -0.52280
O -2.24431 1.20062 0.23385
C -3.18245 0.45662 -0.56353
C -3.21871 -0.97114 0.15539
O -4.61896 -1.37908 0.23185
C -5.39857 -0.29003 -0.30763
O -6.59966 -0.44919 -0.56247
O -4.56822 0.86951 -0.43673
H 3.15690 -1.74623 1.87619
H 1.40904 -1.13374 1.86981
H 1.87077 -2.50436 0.67616
H 3.07645 0.48488 0.66523
H 3.11528 -1.38107 -1.90544
H 4.26517 0.01637 -1.28669
H 4.38268 -1.64547 -0.46478
H 0.54518 -0.94220 -0.65243
H 1.30039 0.36874 -1.68216
H -0.17242 0.43603 1.15814
H 2.06043 2.44924 0.38074
H 1.30193 1.99445 2.01237
H 0.49314 3.28384 0.92384
H -1.07401 1.26950 -1.61938
H -1.02819 2.74034 -0.49306
H -3.03245 0.41068 -1.69829
H -2.96206 -0.81751 1.26698
H -2.44236 -1.74744 -0.16568
Cu 3.72139 -3.15793 0.00272


[2]
42
Properties=species:S:1:pos:R:3 method="wB97M-V/def2-TZVPD" lumo_ev=2.72 charge=-1 homo_lumo_gap_ha=0.338 homo_ev=-6.47 largest_force_ev_per_a=1.48
C 0.89040 -4.93597 1.10152
C 0.52670 -4.85186 -0.03303
S -0.01323 -4.70531 -1.68398
O -0.33578 -6.03800 -2.09874
O 1.07724 -4.04864 -2.33923
N -1.36251 -3.83524 -1.71974
S -1.49045 -2.56753 -0.78799
O -2.56747 -1.74590 -1.29475
O -0.26575 -1.85122 -0.52065
C -2.12251 -3.09505 0.84801
O -2.33528 -4.47730 1.07285
C -3.36439 -5.09375 0.44856
F -4.13201 -5.70320 1.39115
F -2.93417 -6.05657 -0.37025
F -4.15952 -4.25581 -0.22574
H 1.43364 -4.91429 2.01360
H -3.00343 -2.50063 1.05991
H -1.35111 -2.80455 1.55048
C -1.30098 1.72108 -0.85799
O -0.57895 1.64347 0.35908
C 0.63505 0.90368 0.25472
C 1.83007 1.81518 0.43774
N 1.98328 2.72862 -0.68923
C 2.96018 3.78854 -0.48363
C 2.69741 4.80707 0.62098
O 1.59083 5.65675 0.38230
C 0.33060 5.13382 0.76512
H -2.26885 2.16808 -0.63189
H -0.79026 2.35319 -1.59640
H -1.46605 0.72782 -1.28243
H 0.68451 0.35661 -0.68499
H 0.63329 0.16566 1.05847
H 2.73435 1.20562 0.52702
H 1.68917 2.35364 1.38720
H 1.08532 3.14774 -0.89071
H 3.03997 4.34180 -1.42367
H 3.93789 3.32877 -0.30381
H 3.56902 5.46663 0.66936
H 2.60857 4.33521 1.60691
H 0.41099 4.47729 1.63470
H -0.15036 4.59079 -0.05192
H -0.30906 5.97873 1.02332


[3]
35
Properties=species:S:1:pos:R:3 method="wB97M-V/def2-TZVPD" lumo_ev="-12.16 / -10.53" spin_multiplicity=3 charge=+2 homo_lumo_gap_ha="0.123 / 0.183" homo_ev="-15.51 / -15.51" e_above_lowest_kcal_mol=0.00 largest_force_ev_per_a=7.03
V -16.19952 21.74948 6.13900
F -14.93932 22.98678 5.36619
C -13.95825 23.34295 -0.08266
C -14.64790 22.21376 0.65623
C -15.00811 22.68120 2.10017
O -16.41462 22.64350 2.12532
C -16.90972 22.02106 1.02711
O -18.00715 21.60942 0.91477
O -15.92164 21.87961 0.11032
H -13.07297 23.66248 0.46810
H -14.64459 24.19268 -0.09097
H -13.67353 23.10970 -1.10525
H -14.03314 21.33212 0.83260
H -14.65961 23.66458 2.41764
H -14.51697 21.99693 2.80283
C -13.63151 20.72176 9.48468
C -14.59527 21.71393 8.94854
O -14.99480 21.68129 7.77185
C -15.11745 22.71686 9.91604
H -13.33272 20.97444 10.49742
H -12.70571 20.79171 8.89902
H -14.00353 19.70022 9.40198
H -14.42868 23.56121 10.03034
H -15.52006 22.34911 10.85497
H -15.94381 23.27477 9.44990
C -16.81432 25.75192 5.70691
C -17.28872 24.96111 6.90406
O -17.12051 23.74751 6.87366
C -17.87540 25.65986 8.06890
H -17.68954 25.82829 5.04241
H -16.02164 25.21289 5.19901
H -16.67313 26.78967 6.00319
H -18.37954 26.59291 7.83689
H -17.14233 25.80382 8.86992
H -18.59230 24.97625 8.53827


[4]
29
Properties=species:S:1:pos:R:3 method="wB97M-V/def2-TZVPD" lumo_ev=-2.76 charge=+1 homo_lumo_gap_ha=0.385 homo_ev=-13.23 e_above_lowest_kcal_mol=73.86 largest_force_ev_per_a=4.81 smiles="CC[N@H+](C)C=C=C1CCCC1"
C 4.02019 -1.40150 -0.46872
C 2.99657 -0.85065 0.57735
N 1.98333 0.11585 0.01174
C 2.53230 1.36539 -0.46040
C 0.82047 0.45420 0.88897
C -0.40897 0.36090 0.43773
C -1.70389 0.28769 0.21006
C -2.58833 1.27818 -0.44049
C -3.84429 0.44689 -0.81815
C -3.97924 -0.45364 0.46529
C -2.50907 -0.93956 0.65362
H 3.67296 -2.00506 -1.30284
H 4.47318 -0.44003 -0.96116
H 4.59323 -2.16526 0.10412
H 3.54738 -0.19863 1.36881
H 2.47614 -1.68832 1.11990
H 1.52233 -0.40494 -0.69485
H 3.11054 2.00287 0.15758
H 3.24322 1.14128 -1.21541
H 1.78471 2.03224 -0.91714
H 0.94150 0.72648 1.90167
H -2.78705 2.04550 0.26946
H -2.05942 1.71948 -1.39575
H -4.61557 1.01382 -1.16635
H -3.62601 -0.35064 -1.68351
H -4.35387 0.16611 1.27576
H -4.57107 -1.28663 0.23850
H -2.28044 -1.13848 1.68693
H -2.39086 -1.83351 0.15727


Q: The highest charge belongs to which entry?
A: C10H18FO5V


Please write out number 3 again, unchanged.
35
Properties=species:S:1:pos:R:3 method="wB97M-V/def2-TZVPD" lumo_ev="-12.16 / -10.53" spin_multiplicity=3 charge=+2 homo_lumo_gap_ha="0.123 / 0.183" homo_ev="-15.51 / -15.51" e_above_lowest_kcal_mol=0.00 largest_force_ev_per_a=7.03
V -16.19952 21.74948 6.13900
F -14.93932 22.98678 5.36619
C -13.95825 23.34295 -0.08266
C -14.64790 22.21376 0.65623
C -15.00811 22.68120 2.10017
O -16.41462 22.64350 2.12532
C -16.90972 22.02106 1.02711
O -18.00715 21.60942 0.91477
O -15.92164 21.87961 0.11032
H -13.07297 23.66248 0.46810
H -14.64459 24.19268 -0.09097
H -13.67353 23.10970 -1.10525
H -14.03314 21.33212 0.83260
H -14.65961 23.66458 2.41764
H -14.51697 21.99693 2.80283
C -13.63151 20.72176 9.48468
C -14.59527 21.71393 8.94854
O -14.99480 21.68129 7.77185
C -15.11745 22.71686 9.91604
H -13.33272 20.97444 10.49742
H -12.70571 20.79171 8.89902
H -14.00353 19.70022 9.40198
H -14.42868 23.56121 10.03034
H -15.52006 22.34911 10.85497
H -15.94381 23.27477 9.44990
C -16.81432 25.75192 5.70691
C -17.28872 24.96111 6.90406
O -17.12051 23.74751 6.87366
C -17.87540 25.65986 8.06890
H -17.68954 25.82829 5.04241
H -16.02164 25.21289 5.19901
H -16.67313 26.78967 6.00319
H -18.37954 26.59291 7.83689
H -17.14233 25.80382 8.86992
H -18.59230 24.97625 8.53827